# 1
Molecular formula: C6H9ClOS
Method: DFT, wB97M-V/def2-TZVPD

The calculation puts the electronic energy at -31769.7206 eV. For the frontier orbital gap (spin up / spin down), the calculation gives 7.91 / 7.90 eV. The relative energy (zero: lowest compared OMol25 entry of this formula, charge and spin) comes out at 2.017 eV. The value obtained for the LUMO energy (spin up / spin down) is 0.32 / 0.32 eV.

```
18
Properties=species:S:1:pos:R:3:forces:R:3:lowdin_charge:R:1
C 0.094 -1.146 -1.707 -0.37 0.18 0.31 -0.388
C 0.686 -0.247 -0.923 0.22 -0.13 -0.19 -0.347
C 0.023 0.365 0.231 -3.06 -1.36 -0.41 -0.124
C -2.190 -0.435 -0.475 2.70 0.60 0.79 -0.970
C 2.107 0.185 -1.199 -0.01 -0.12 0.06 -0.048
C -0.263 0.476 2.563 -0.14 0.36 0.30 -0.060
O 0.211 -0.212 1.424 0.65 0.01 -0.62 -0.100
S -1.568 -1.673 -1.557 -0.16 0.03 0.05 0.818
Cl -3.032 0.895 -1.216 -0.31 0.31 -0.21 0.481
H 0.619 -1.613 -2.524 0.18 -0.03 -0.20 0.072
H -0.214 1.426 0.204 0.02 0.06 0.17 0.135
H -2.713 -0.819 0.389 -0.08 0.03 0.03 0.002
H 2.802 -0.490 -0.704 0.20 0.07 0.09 0.084
H 2.281 1.194 -0.834 0.11 0.10 0.01 0.077
H 2.308 0.168 -2.268 0.07 0.00 -0.01 0.079
H -1.208 0.983 2.355 0.00 -0.06 -0.08 0.096
H 0.479 1.207 2.899 -0.08 -0.05 -0.03 0.097
H -0.422 -0.266 3.343 0.06 0.02 -0.05 0.096
```
Positions in Å, forces in eV/Å.

# 2
Molecular formula: C2H4HgMgO
Method: DFT, wB97M-V/def2-TZVPD

As for the expectation value of S²: 2.015. The calculation puts the electronic energy at -13781.6633 eV. For the frontier orbital gap (spin up / spin down), the calculation gives 4.48 / 5.41 eV. The relative energy (zero: lowest compared OMol25 entry of this formula, charge and spin) comes out at 2.793 eV. Its spin multiplicity is 3. Its charge is +2. The value obtained for the LUMO energy (spin up / spin down) is -11.69 / -12.48 eV.

```
9
Properties=species:S:1:pos:R:3:forces:R:3:lowdin_spin:R:1
O 0.892 -0.520 -0.042 1.41 -0.24 -0.04 0.374
Mg 2.713 -0.685 0.373 0.17 0.01 -0.01 0.090
C 0.049 0.474 0.373 -3.09 1.60 1.03 0.220
C -1.034 0.573 -0.602 0.01 0.52 -4.14 0.732
H -0.984 0.363 0.876 2.30 -1.04 2.80 0.053
H -0.678 0.426 -1.615 -0.53 0.08 -0.43 0.042
H -2.097 0.683 -0.439 0.05 0.26 0.26 0.035
Hg 0.580 -2.701 0.394 -0.30 -1.19 0.30 0.416
H 0.559 1.387 0.683 -0.03 -0.02 0.22 0.036
```
Positions in Å, forces in eV/Å.

# 3
Molecular formula: C3H2O3S
Method: DFT, wB97M-V/def2-TZVPD

The calculation puts the electronic energy at -20115.5948 eV. For the frontier orbital gap, the calculation gives 7.65 eV. The relative energy (zero: lowest compared OMol25 entry of this formula, charge and spin) comes out at 5.900 eV. The value obtained for the LUMO energy is -1.76 eV.

```
9
Properties=species:S:1:pos:R:3:forces:R:3:lowdin_charge:R:1
C 0.356 -0.712 0.478 0.85 5.45 1.32 -0.600
C -0.371 -1.123 -0.690 0.04 0.19 0.14 -0.582
C 0.237 1.192 0.252 -2.29 -3.78 2.85 -0.067
O -0.438 -2.257 -1.017 -0.69 -1.21 -1.14 0.164
O -0.483 1.202 -0.983 0.70 0.45 0.89 -0.080
O -1.011 -0.108 -1.300 -0.20 0.00 -0.34 0.078
S 0.893 -1.453 1.755 0.03 -0.23 -0.21 0.856
H -0.361 1.558 1.260 1.03 -0.93 -2.83 0.152
H 1.179 1.701 0.244 0.54 0.07 -0.67 0.081
```
Positions in Å, forces in eV/Å.

# 4
Molecular formula: C23H23N3O4PPd
Method: DFT, wB97M-V/def2-TZVPD

The calculation puts the electronic energy at -49647.5241 eV. For the frontier orbital gap (spin up / spin down), the calculation gives 7.88 / 7.88 eV. The relative energy (zero: lowest compared OMol25 entry of this formula, charge and spin) comes out at 1.164 eV. Its charge is +1. The value obtained for the LUMO energy (spin up / spin down) is -3.37 / -3.37 eV.

```
55
Properties=species:S:1:pos:R:3:forces:R:3:lowdin_charge:R:1
Pd -0.642 -1.613 -0.353 0.15 -0.26 -1.56 0.834
C 3.794 -0.966 2.430 0.23 0.05 0.24 -0.022
O 3.072 -0.935 1.202 -0.21 -0.09 -0.22 0.017
C 1.933 -1.580 1.054 -0.26 -0.19 0.39 -0.561
O 1.401 -1.521 -0.054 -0.12 0.20 -0.54 -0.063
N 1.409 -2.281 2.081 -0.01 -0.10 0.53 0.035
N 0.196 -2.969 1.886 0.13 0.17 0.43 0.049
H 4.707 -0.408 2.232 -0.10 -0.08 0.09 0.109
H 4.048 -1.990 2.708 -0.01 0.03 0.02 0.105
H 3.228 -0.463 3.217 0.02 -0.03 0.00 0.096
H 1.801 -2.183 3.015 -0.19 -0.07 -0.37 0.148
H -0.573 -2.569 2.436 0.41 -0.09 -0.23 0.097
H 0.307 -3.962 2.087 0.05 0.37 -0.02 0.107
O -2.575 -1.092 1.284 -0.70 0.01 0.45 -0.017
C -2.893 -0.814 0.123 -0.16 0.65 1.06 -0.710
O -2.725 -1.575 -0.887 1.10 -0.35 -0.40 -0.084
C -3.245 0.614 -0.202 0.01 -0.10 -0.12 -0.138
C -4.521 1.145 -0.259 0.04 0.14 0.05 0.000
C -4.688 2.484 -0.578 0.03 -0.11 0.02 -0.048
C -3.594 3.293 -0.853 -0.01 0.01 -0.01 -0.062
C -2.318 2.765 -0.818 0.00 -0.17 0.03 -0.068
C -2.143 1.421 -0.494 0.03 0.05 -0.08 -0.278
P -0.512 0.654 -0.403 -0.17 -0.24 0.17 1.076
C 0.431 1.118 -1.858 -0.07 0.03 0.10 -0.339
C -0.246 1.322 -3.058 -0.09 0.01 0.07 -0.074
C 0.467 1.594 -4.210 0.07 0.01 -0.04 -0.060
C 1.851 1.655 -4.173 -0.01 0.00 0.00 -0.059
C 2.527 1.432 -2.983 0.03 0.01 -0.07 -0.060
C 1.823 1.158 -1.827 -0.04 -0.06 0.06 -0.094
C 0.292 1.344 1.066 -0.03 0.02 -0.11 -0.319
C 1.065 2.499 0.997 0.07 -0.07 -0.10 -0.075
C 1.601 3.042 2.151 0.04 0.05 0.06 -0.058
C 1.356 2.450 3.379 0.05 0.06 0.04 -0.067
C 0.557 1.320 3.457 -0.03 -0.05 0.03 -0.073
C 0.023 0.768 2.305 -0.26 -0.20 -0.07 -0.093
H -5.373 0.521 -0.052 -0.15 -0.10 0.05 0.125
H -5.680 2.903 -0.614 -0.15 0.05 -0.01 0.112
H -3.739 4.333 -1.100 -0.01 0.10 -0.02 0.110
H -1.468 3.389 -1.050 0.13 0.07 -0.01 0.114
H -1.326 1.269 -3.091 -0.04 0.00 0.00 0.114
H -0.058 1.757 -5.137 -0.07 0.03 -0.13 0.111
H 2.404 1.871 -5.073 0.06 0.02 -0.10 0.111
H 3.604 1.468 -2.958 0.13 0.01 0.00 0.111
H 2.355 0.964 -0.908 0.05 -0.02 0.08 0.098
H 1.261 2.970 0.045 0.00 0.04 -0.06 0.108
H 2.204 3.936 2.091 0.05 0.07 0.00 0.112
H 1.767 2.886 4.279 0.02 0.01 0.04 0.111
H 0.326 0.886 4.419 -0.02 -0.04 0.08 0.111
H -0.667 -0.073 2.358 0.11 0.07 0.02 0.088
C -0.451 -6.176 -1.676 0.02 -0.80 -0.24 -0.032
C -0.491 -4.802 -1.305 -0.12 1.45 0.31 -0.191
N -0.549 -3.696 -1.015 0.01 -0.27 0.20 0.132
H -0.035 -6.266 -2.678 -0.02 -0.09 0.00 0.102
H -1.467 -6.568 -1.663 0.04 -0.11 -0.04 0.103
H 0.169 -6.729 -0.972 -0.03 -0.07 -0.05 0.098
```
Positions in Å, forces in eV/Å.

# 5
Molecular formula: C9H20O8P2STb
Method: DFT, wB97M-V/def2-TZVPD

As for the expectation value of S²: 13.032. The calculation puts the electronic energy at -77843.9239 eV. For the frontier orbital gap (spin up / spin down), the calculation gives 6.89 / 5.77 eV. Its spin multiplicity is 7. Its charge is +3. The value obtained for the LUMO energy (spin up / spin down) is -12.10 / -13.23 eV.

```
41
Properties=species:S:1:pos:R:3:forces:R:3:lowdin_spin:R:1
C 0.920 -2.467 2.862 -1.29 -0.09 1.37 0.045
O 2.081 -2.601 1.921 -3.40 0.19 -0.80 0.700
C 1.461 -2.464 0.594 0.29 -0.24 -2.00 0.080
C 2.507 -2.225 -0.644 1.60 0.01 0.45 0.011
C 2.157 -0.951 -1.616 0.61 -0.97 -0.70 0.007
C 0.568 -0.765 -1.975 0.57 0.84 -1.13 0.000
C 0.164 0.804 -1.658 -0.66 -0.71 -0.13 -0.001
C -1.058 0.989 -0.582 -0.04 0.13 -1.37 -0.002
P -0.916 2.893 -0.195 -0.93 0.03 0.62 -0.091
P 0.839 3.141 1.146 3.45 1.86 8.03 -0.007
O 0.370 3.483 2.650 1.10 -1.44 -6.98 -0.006
O 1.912 4.423 0.548 -2.03 -4.50 0.00 -0.004
O 1.809 1.695 1.221 -1.97 1.89 -0.52 -0.005
O -0.949 0.429 0.774 -1.64 1.14 -1.61 0.002
S -2.508 0.641 1.515 -0.86 -2.00 8.65 -0.001
O -2.787 -0.736 2.201 0.91 5.02 -4.25 0.000
O -2.469 1.711 2.657 -0.01 -3.15 -6.25 0.000
O -3.401 1.078 0.128 2.48 -0.28 0.95 -0.004
C -2.600 0.556 -1.027 -0.11 -1.05 -0.19 -0.008
C -2.975 -1.057 -1.007 -0.06 0.01 -0.14 -0.001
H 1.105 -2.981 3.897 0.30 1.25 -2.07 0.004
H 0.710 -1.303 2.936 0.66 -2.25 0.11 0.038
H -0.070 -2.941 2.424 2.18 0.92 0.53 0.018
H 0.613 -1.660 0.691 1.51 -1.44 -0.17 0.027
H 0.912 -3.500 0.377 1.01 1.73 0.76 0.064
H 3.563 -1.979 -0.145 -2.26 -0.62 -1.05 0.000
H 2.704 -3.216 -1.281 -0.83 2.15 1.58 0.001
H 2.682 -0.006 -1.167 -1.39 -1.67 -0.78 0.000
H 2.708 -1.166 -2.653 -1.09 0.45 2.44 0.001
H 0.445 -0.891 -3.155 0.24 0.14 2.70 0.000
H -0.149 -1.556 -1.495 1.40 1.70 -0.70 0.000
H -0.203 1.314 -2.673 0.54 -1.01 2.24 0.000
H 1.068 1.454 -1.283 -1.63 -1.62 -0.72 -0.001
H -0.568 3.630 -1.390 1.04 -0.76 -0.33 -0.038
H 2.659 3.946 0.082 -0.64 0.87 0.56 0.000
H 1.657 1.172 2.067 -0.05 1.48 -1.09 0.000
H -2.973 1.042 -2.046 0.69 -0.69 2.26 -0.007
H -3.987 -1.147 -0.407 2.13 0.22 -1.25 0.000
H -3.172 -1.503 -2.080 0.78 0.96 2.19 0.000
H -2.144 -1.622 -0.403 -1.73 0.92 -1.36 0.000
Tb -2.687 4.337 -1.809 -0.88 0.59 0.17 5.179
```
Positions in Å, forces in eV/Å.

# 6
Molecular formula: C16H18F5N6O7P2S2V
Method: DFT, wB97M-V/def2-TZVPD

As for the expectation value of S²: 3.757. The calculation puts the electronic energy at -119691.1328 eV. For the frontier orbital gap (spin up / spin down), the calculation gives 6.55 / 7.19 eV. The relative energy (zero: lowest compared OMol25 entry of this formula, charge and spin) comes out at 1.772 eV. Its spin multiplicity is 4. Its charge is -1. The value obtained for the LUMO energy (spin up / spin down) is 2.44 / 2.44 eV.

```
57
Properties=species:S:1:pos:R:3:forces:R:3:lowdin_spin:R:1
V 0.405 0.781 0.300 0.50 -0.55 -0.10 2.789
F -6.019 -2.972 0.574 -0.02 -0.02 0.00 0.001
C -4.862 -2.434 0.155 0.02 0.02 -0.03 0.003
C -4.318 -1.338 0.800 0.06 0.01 0.00 0.000
F -4.962 -0.810 1.849 -0.03 -0.01 0.02 0.000
C -3.123 -0.784 0.369 -0.14 0.04 0.11 0.004
F -2.691 0.282 1.031 0.06 0.04 -0.05 0.006
C -2.409 -1.294 -0.719 0.23 -0.01 -0.05 0.005
S -0.881 -0.660 -1.271 -0.42 -0.21 -0.37 0.012
C -3.007 -2.384 -1.354 -0.08 -0.12 -0.07 0.003
F -2.429 -2.944 -2.435 0.09 0.03 0.05 0.000
C -4.198 -2.953 -0.939 0.06 0.08 0.06 0.000
F -4.710 -4.009 -1.593 -0.02 -0.04 -0.02 0.000
N 1.923 4.702 0.401 0.08 -0.08 -0.05 0.001
C 0.663 4.094 0.896 -0.04 -0.08 0.04 0.002
C -0.269 5.097 1.580 0.09 0.04 -0.02 0.000
P -0.215 3.318 -0.537 -0.22 0.04 -0.17 0.011
O -0.395 4.605 -1.519 0.12 0.03 -0.03 0.001
O -1.537 2.785 -0.129 0.06 0.22 0.04 0.019
O 0.748 2.337 -1.173 -0.09 0.09 0.21 0.026
P 1.069 2.716 2.053 -0.15 0.15 0.24 0.013
O 1.810 3.567 3.226 0.08 0.00 -0.05 0.001
O -0.191 2.075 2.524 0.03 0.13 -0.09 0.025
O 2.043 1.772 1.388 -0.26 0.20 -0.02 0.017
H 1.695 5.404 -0.300 0.02 0.00 0.03 0.000
H 3.001 3.563 -0.253 -0.04 0.11 0.04 0.000
H 2.388 5.175 1.172 -0.01 -0.01 -0.01 0.000
H -0.567 5.873 0.871 0.00 0.02 0.02 0.000
H 0.236 5.563 2.429 -0.01 0.02 0.00 0.000
H -1.160 4.586 1.940 -0.01 -0.02 -0.01 0.000
H -1.328 4.660 -1.759 0.04 0.01 0.03 0.000
H 2.032 2.986 3.963 -0.01 0.03 -0.03 0.000
S 0.082 -0.899 2.136 -0.02 -0.31 0.51 0.015
C 0.266 -2.462 1.501 -0.10 0.00 -0.03 0.006
N -0.602 -3.432 1.858 0.01 0.04 0.00 0.002
C -0.776 -4.690 1.137 -0.01 0.04 0.02 0.000
C -0.080 -4.604 -0.210 -0.03 -0.03 0.02 0.000
C 1.327 -4.083 0.016 0.09 0.01 0.02 0.000
N 1.259 -2.789 0.674 0.03 0.21 -0.12 0.002
H -1.357 -3.095 2.432 -0.02 0.01 -0.02 0.000
H -1.846 -4.858 1.007 0.01 -0.01 0.00 0.000
H -0.374 -5.521 1.726 0.01 -0.01 -0.02 0.000
H -0.608 -3.901 -0.852 -0.08 0.05 -0.10 0.000
H -0.070 -5.580 -0.695 0.02 -0.01 0.03 0.000
H 1.872 -3.958 -0.919 -0.04 0.02 -0.02 0.000
H 1.895 -4.784 0.638 0.02 -0.01 -0.03 0.000
H 1.727 -1.988 0.255 0.00 -0.09 0.03 0.001
N 2.265 -1.243 -2.709 -0.11 0.01 0.04 0.001
C 2.471 -0.217 -1.839 -0.33 0.10 -0.07 0.005
O 1.982 -0.284 -0.697 0.45 -0.11 -0.05 0.025
C 3.230 0.924 -2.292 0.16 -0.09 -0.10 0.001
C 3.424 1.957 -1.424 -0.03 0.06 -0.09 0.000
N 3.667 2.821 -0.678 -0.05 0.04 0.09 0.000
C 3.643 1.050 -3.645 0.05 -0.03 0.15 0.000
N 3.991 1.083 -4.744 -0.04 0.00 -0.04 0.000
H 1.384 -1.716 -2.534 0.02 -0.04 0.00 0.000
H 2.489 -1.089 -3.681 0.02 0.03 0.01 0.000
```
Positions in Å, forces in eV/Å.

# 7
Molecular formula: C4H10O6
Method: DFT, wB97M-V/def2-TZVPD

The calculation puts the electronic energy at -16585.0048 eV. For the frontier orbital gap (spin up / spin down), the calculation gives 10.40 / 3.44 eV. The relative energy (zero: lowest compared OMol25 entry of this formula, charge and spin) comes out at 10.846 eV. The value obtained for the LUMO energy (spin up / spin down) is -0.03 / -1.46 eV.

```
20
Properties=species:S:1:pos:R:3:forces:R:3:lowdin_charge:R:1
C 0.041 -2.244 -0.435 0.15 -1.10 0.44 -0.027
C -0.250 -0.832 -0.416 -1.38 -3.56 -1.54 -0.622
O -1.075 -0.351 0.440 -2.82 3.36 3.32 0.001
C -1.143 1.127 0.668 -0.22 -1.56 -0.18 -0.094
C -2.587 1.554 0.471 0.09 0.02 0.16 -0.245
O -3.078 1.028 -0.761 -0.65 0.74 0.40 -0.057
O 0.483 -0.061 -1.174 3.24 2.08 0.43 0.067
O 5.321 -0.882 0.016 -0.38 -0.17 -0.08 0.014
O 4.080 -0.960 -0.029 -0.20 0.91 0.36 -0.081
O 3.467 0.432 0.283 2.36 -0.45 -0.71 -0.026
H -0.384 -2.671 -1.334 -0.01 -0.60 -0.41 0.078
H 1.123 -2.495 -0.435 -0.21 0.19 0.00 0.084
H -0.412 -2.731 0.421 -0.12 -0.21 0.12 0.084
H 1.135 -0.110 -0.415 1.24 1.59 -2.15 0.121
H -0.853 1.265 1.718 0.04 0.21 -0.31 0.127
H -0.483 1.663 -0.018 -0.04 -0.29 0.12 0.122
H -3.188 1.228 1.337 0.05 -0.11 -0.36 0.120
H -2.618 2.656 0.453 0.09 -0.18 0.08 0.121
H -3.932 1.482 -0.899 0.63 -0.52 -0.14 0.098
H 4.352 0.902 0.107 -1.83 -0.34 0.44 0.115
```
Positions in Å, forces in eV/Å.